(1)
Density functional theory data (ωB97M-V/def2-TZVPD) for a cluster of 3 separate species, C19H18NO8 in total.

Atoms and positions in Å:
C 0.564 -3.831 2.630
C -0.695 -3.383 3.133
C -2.296 -3.174 3.566
C -2.828 -1.626 3.488
C -3.431 -1.480 1.973
N -3.545 -2.723 1.348
C -3.127 -3.841 2.277
C -4.561 -4.358 2.882
H 1.429 -4.488 2.145
H -2.510 -3.771 4.562
H -3.370 -1.134 4.399
H -1.814 -1.022 3.412
H -3.754 -0.500 1.385
H -3.883 -2.874 0.368
H -2.437 -4.618 1.692
H -4.600 -4.286 4.060
H -4.774 -5.505 2.630
H -5.475 -3.730 2.478
C 2.349 0.183 -1.838
C 3.526 -0.444 -1.899
C 3.681 -1.845 -1.421
O 4.771 -2.401 -1.507
C 2.501 -2.514 -0.851
C 1.326 -1.886 -0.787
C 1.164 -0.495 -1.291
O 0.066 0.050 -1.235
O 0.213 -2.508 -0.251
O 4.645 0.188 -2.410
H 2.221 1.201 -2.184
H 2.633 -3.527 -0.491
H -0.512 -1.849 -0.319
H 5.369 -0.473 -2.347
C 2.000 4.600 -3.172
C 2.005 5.929 -3.055
C 1.239 6.614 -1.978
O 1.278 7.836 -1.884
C 0.450 5.781 -1.057
C 0.442 4.452 -1.175
C 1.230 3.766 -2.236
O 1.217 2.542 -2.308
O -0.300 3.663 -0.315
O 2.724 6.719 -3.933
H 2.554 4.088 -3.949
H -0.117 6.293 -0.289
H -0.139 2.739 -0.605
H 2.569 7.643 -3.639

Results
Relative energy (zero: lowest compared OMol25 entry of this formula, charge and spin) = 434.4 kJ/mol
Total charge = +1
HOMO = -11.54 eV

=====

(2)
Density functional theory data (ωB97M-V/def2-TZVPD) for a structure of composition C19H18NORhS.

Atoms and positions in Å:
C 0.880 -2.276 3.328
C -0.592 -2.210 3.033
C -0.788 -2.145 1.635
H -1.352 -2.284 3.798
C 0.554 -2.166 1.002
C 1.535 -2.320 1.977
H 2.591 -2.514 1.820
H 1.292 -2.730 4.223
H -1.732 -2.226 1.088
H 0.657 -2.292 -0.083
C -1.000 1.776 1.435
C -1.048 2.139 2.849
C 0.250 2.549 3.259
H -1.967 2.235 3.448
C 1.133 2.474 2.141
C 0.381 2.005 1.008
H 0.643 2.010 -0.068
H -1.867 1.683 0.764
H 0.501 2.972 4.238
H 2.181 2.825 2.086
Rh -0.075 -0.021 2.102
O -0.263 -0.091 -1.000
C -1.614 -0.534 -1.127
C -0.595 -1.089 -2.160
H -1.946 -1.363 -0.556
H -2.142 0.287 -1.550
H -0.303 -2.144 -2.137
H 0.875 -2.044 -4.183
C 0.643 -0.978 -4.329
C -0.137 -0.345 -3.290
C -0.401 1.024 -3.378
H -0.884 1.542 -2.551
C 0.055 1.778 -4.472
H -0.237 2.827 -4.557
C 0.802 1.143 -5.473
H 1.042 1.698 -6.372
C 1.105 -0.230 -5.387
H 1.662 -0.736 -6.182
S 1.297 -0.243 3.674
C -0.107 -0.074 4.620
N -1.031 0.089 5.326

Results
Expectation value of S² = 6.03
Total charge = 0
HOMO (spin up / spin down) = -6.18 / -7.94 eV
Multiplicity = 5

=====

(3)
Density functional theory data (ωB97M-V/def2-TZVPD) for the molecule C19H19Br2N3O4.

Atoms and positions in Å:
O -2.115 2.902 3.845
C -2.517 2.029 3.098
C -2.263 0.554 3.381
C -0.762 0.238 3.262
C -0.381 0.166 1.803
O -0.201 -0.861 1.187
N -0.261 1.389 1.198
N -0.243 1.442 -0.188
C -1.314 1.019 -0.900
O -2.415 0.843 -0.427
C -0.981 0.794 -2.374
O 0.261 0.139 -2.501
C 0.403 -1.063 -1.858
C -0.597 -2.014 -1.709
C -0.337 -3.202 -1.053
C 0.926 -3.445 -0.545
Br 1.276 -5.070 0.364
C 1.944 -2.517 -0.678
C 1.663 -1.333 -1.325
Br 2.979 0.022 -1.463
N -3.217 2.283 1.973
C -3.449 3.645 1.521
C -2.393 4.059 0.529
C -1.134 4.440 0.983
C -0.126 4.742 0.084
C -0.369 4.675 -1.278
C -1.624 4.311 -1.736
C -2.629 3.997 -0.837
H -2.577 0.359 4.407
H -2.837 -0.083 2.707
H -0.550 -0.731 3.713
H -0.189 1.012 3.775
H -0.536 2.244 1.671
H 0.671 1.475 -0.631
H -1.799 0.246 -2.852
H -0.858 1.759 -2.874
H -1.589 -1.827 -2.087
H -1.121 -3.932 -0.927
H 2.923 -2.698 -0.262
H -3.314 1.561 1.269
H -4.444 3.696 1.073
H -3.410 4.282 2.408
H -0.956 4.512 2.047
H 0.849 5.036 0.445
H 0.416 4.915 -1.980
H -1.823 4.275 -2.797
H -3.604 3.704 -1.198

Results
SMILES string = O=C(CCC(=O)NNC(=O)COc1ccc(Br)cc1Br)NCc1ccccc1
Relative energy (zero: lowest compared OMol25 entry of this formula, charge and spin) = 0.0 kJ/mol
Total charge = 0
HOMO = -8.69 eV

=====

(4)
Density functional theory data (ωB97M-V/def2-TZVPD) for the molecule C19H19BrN4O3.

Atoms and positions in Å:
C -2.672 -1.805 -3.010
C -3.118 -0.403 -2.800
N -4.460 -0.094 -2.732
C -4.502 1.193 -2.541
O -5.603 1.946 -2.436
N -3.291 1.763 -2.449
C -2.364 0.729 -2.635
C -0.909 0.896 -2.641
O -0.172 0.107 -3.213
N -0.400 2.008 -2.009
C -0.975 2.621 -0.789
C 0.305 2.980 -0.030
C 1.202 3.452 -1.174
C 1.069 2.129 -1.925
C 1.565 1.130 -0.873
N 0.961 1.721 0.332
C 0.801 1.165 1.558
O 0.139 1.711 2.430
C 1.489 -0.141 1.776
C 1.340 -0.777 2.930
C 1.968 -2.084 3.235
C 3.302 -2.160 3.621
C 3.875 -3.387 3.921
C 3.127 -4.552 3.848
C 1.797 -4.464 3.472
Br 0.757 -6.045 3.365
C 1.207 -3.249 3.173
H -1.590 -1.881 -2.950
H -3.136 -2.457 -2.269
H -2.990 -2.151 -3.995
H -6.358 1.352 -2.541
H -3.111 2.749 -2.392
H -1.554 3.522 -1.016
H -1.599 1.922 -0.233
H 0.166 3.616 0.837
H 0.791 4.297 -1.724
H 2.221 3.662 -0.855
H 1.533 2.033 -2.900
H 1.197 0.127 -1.081
H 2.657 1.113 -0.817
H 2.105 -0.559 0.989
H 0.696 -0.322 3.678
H 3.889 -1.253 3.683
H 4.915 -3.439 4.218
H 3.566 -5.512 4.079
H 0.166 -3.206 2.884

Results
SMILES string = Cc1nc(O)[nH]c1C(=O)N1C[C@@H]2C[C@H]1CN2C(=O)/C=C/c1cccc(Br)c1
Relative energy (zero: lowest compared OMol25 entry of this formula, charge and spin) = 15.6 kJ/mol
Total charge = 0
HOMO = -8.52 eV

=====

(5)
Density functional theory data (ωB97M-V/def2-TZVPD) for a structure of composition C19H19BrN5ORu.

Atoms and positions in Å:
Ru 0.388 -0.710 0.756
O 0.163 4.268 4.335
C 0.254 3.292 3.446
C 0.741 3.453 2.144
C 0.792 2.360 1.310
N 0.383 1.145 1.698
C -0.069 1.021 2.942
Br -0.542 -0.791 3.310
C -0.168 2.020 3.862
H 0.484 5.116 4.000
H 1.082 4.416 1.792
H 1.174 2.439 0.301
H -0.536 1.859 4.865
C -3.890 0.387 -0.005
C -3.766 1.089 -1.193
C -2.540 1.119 -1.837
C -1.467 0.438 -1.282
N -1.585 -0.220 -0.119
C -2.767 -0.241 0.503
C -0.125 0.389 -1.907
C 0.098 0.736 -3.229
C 1.375 0.655 -3.757
C 2.408 0.226 -2.942
C 2.125 -0.125 -1.638
N 0.887 -0.050 -1.124
H -4.828 0.332 0.528
H -4.614 1.612 -1.615
H -2.431 1.678 -2.755
H -2.806 -0.777 1.443
H -0.725 1.051 -3.854
H 1.556 0.920 -4.790
H 3.424 0.152 -3.304
H 2.902 -0.462 -0.972
N -0.707 -3.380 -0.115
C -0.528 -4.522 -0.800
C 0.765 -4.515 -1.268
C 1.311 -3.318 -0.802
N 0.417 -2.631 -0.098
H -1.525 -3.080 0.386
H -1.321 -5.244 -0.900
H 1.252 -5.273 -1.854
H 2.308 -2.935 -0.936
C 2.369 -0.924 1.283
H 2.909 -1.559 0.579
H 2.928 0.013 1.359
H 2.440 -1.430 2.252

Results
Expectation value of S² = 0.76
Relative energy (zero: lowest compared OMol25 entry of this formula, charge and spin) = 0.0 kJ/mol
Total charge = +2
HOMO (spin up / spin down) = -15.31 / -15.16 eV
Multiplicity = 2

=====

(6)
Density functional theory data (ωB97M-V/def2-TZVPD) for the molecule C19H19Cl2NO5.

Atoms and positions in Å:
C 4.305 3.118 -4.000
C 3.660 2.827 -2.553
O 3.211 1.733 -2.663
C 2.768 1.080 -1.609
O 2.804 1.671 -0.581
C 2.086 -0.302 -1.848
C 1.472 -0.853 -0.591
C 0.102 -0.207 -0.401
N -0.670 -0.176 -1.312
C -1.806 -1.282 -1.535
O -2.342 -1.309 -2.645
C -2.266 -1.861 -0.359
C -3.285 -2.676 -0.251
C -3.680 -2.997 0.979
C -3.150 -2.200 1.757
O -2.983 -2.009 3.010
C -2.327 -1.169 3.627
C -2.020 -1.122 5.169
C -1.679 -0.235 5.909
Cl -1.115 -0.547 7.475
C -1.661 1.110 5.185
C -1.606 1.109 3.944
Cl -1.575 2.776 3.243
C -2.264 0.132 3.141
O -2.090 -1.561 0.937
C -0.079 0.262 -2.585
C 1.060 -0.641 -3.005
H 4.798 4.280 -4.027
H 5.030 2.523 -4.470
H 3.442 3.152 -4.645
H 4.363 2.830 -1.831
H 2.896 3.555 -2.341
H 3.147 -0.952 -2.098
H 2.186 -0.699 0.389
H 1.293 -2.127 -0.750
H -0.161 -0.739 0.783
H 0.524 0.634 -0.169
H -3.729 -3.086 -1.217
H -4.555 -3.700 1.344
H -2.425 -2.316 5.447
H -0.948 1.813 5.983
H -2.536 0.574 2.115
H -0.876 0.061 -3.419
H 0.074 1.144 -2.534
H 1.471 0.108 -3.867
H 1.136 -1.728 -3.129

Results
SMILES string = CCOC(=O)C1CCN(C(=O)c2ccc(Oc3cc(Cl)cc(Cl)c3)o2)CC1
Relative energy (zero: lowest compared OMol25 entry of this formula, charge and spin) = 1734.5 kJ/mol
Total charge = 0
HOMO = -8.24 eV

=====

(7)
Density functional theory data (ωB97M-V/def2-TZVPD) for a structure of composition C19H19ClMoN5O4S2SbSe4.

Atoms and positions in Å:
Mo 0.738 -1.096 -0.050
Se -1.196 0.735 -4.939
Sb 0.808 0.279 -3.653
Se 0.703 1.250 -1.344
Se 0.725 -1.982 -2.577
Se 2.961 0.675 -4.724
N 4.138 -0.738 -1.713
C 3.395 -1.326 -0.777
O 2.858 -0.645 0.128
C 3.180 -2.814 -0.761
C 1.806 -3.043 -0.117
H 3.989 0.258 -1.829
H 4.251 -1.220 -2.593
H 4.002 -3.256 -0.185
H 3.233 -3.198 -1.779
H 1.919 -3.306 0.934
H 1.269 -3.848 -0.621
C -3.427 -2.703 0.269
C -2.091 -2.409 0.464
N -1.454 -1.475 -0.257
C -2.148 -0.823 -1.191
C -3.503 -1.028 -1.423
C -4.153 -1.998 -0.680
C -4.095 -0.173 -2.471
C -5.047 0.750 -2.321
C -5.693 1.159 -1.068
C -5.898 2.520 -0.827
C -6.423 2.885 0.390
N -6.762 1.992 1.324
C -6.560 0.725 0.985
N -6.062 0.257 -0.153
H -3.892 -3.468 0.876
H -1.499 -2.908 1.215
H -1.613 -0.077 -1.763
H -5.206 -2.186 -0.835
H -3.580 -0.207 -3.428
H -5.253 1.394 -3.170
H -5.602 3.260 -1.559
H -6.574 3.929 0.643
H -6.832 -0.019 1.727
Cl -1.498 5.135 1.296
C -2.160 3.532 1.478
C -2.309 2.981 2.738
C -2.814 1.700 2.824
C -3.174 1.048 1.651
N -3.046 1.590 0.446
C -2.517 2.808 0.356
H -2.001 3.533 3.615
H -2.891 1.185 3.770
H -3.553 0.033 1.686
H -2.360 3.210 -0.639
O 0.402 -2.035 1.881
S 0.010 -0.965 2.896
O 0.878 -0.999 4.049
O -1.406 -1.078 3.209
S 0.376 0.656 1.704

Results
Expectation value of S² = 2.03
Relative energy (zero: lowest compared OMol25 entry of this formula, charge and spin) = 0.0 kJ/mol
Total charge = -2
HOMO (spin up / spin down) = -2.09 / -2.20 eV
Multiplicity = 3

=====

(8)
Density functional theory data (ωB97M-V/def2-TZVPD) for the molecule C19H19F2N3O4S2.

Atoms and positions in Å:
O -2.391 1.377 2.570
S -2.391 -0.042 2.416
O -2.703 -0.860 3.540
C -0.738 -0.517 1.828
C 0.025 0.361 1.075
F -0.542 1.482 0.594
C 1.346 0.109 0.755
C 1.919 -1.083 1.163
C 1.175 -2.009 1.871
C -0.137 -1.711 2.200
F -0.845 -2.629 2.867
N -3.478 -0.412 1.221
C -3.647 0.522 0.131
C -3.259 -0.140 -1.200
N -2.180 -1.075 -0.975
C -0.985 -1.062 -1.613
S 0.010 -2.388 -1.572
N -0.654 0.053 -2.309
C 0.477 0.106 -3.213
C 1.731 0.658 -2.583
C 2.784 -0.184 -2.261
C 3.955 0.293 -1.677
C 4.024 1.642 -1.424
C 2.965 2.497 -1.740
C 1.811 2.031 -2.320
O 3.293 3.777 -1.387
C 4.594 3.707 -0.843
O 5.039 2.368 -0.863
C -2.584 -2.230 -0.195
C -3.605 -1.804 0.879
H 1.899 0.834 0.183
H 2.944 -1.295 0.905
H 1.589 -2.958 2.169
H -4.693 0.849 0.094
H -3.027 1.390 0.357
H -2.988 0.608 -1.943
H -4.115 -0.704 -1.592
H -1.007 0.943 -1.994
H 0.656 -0.914 -3.559
H 0.184 0.731 -4.063
H 2.690 -1.240 -2.461
H 4.776 -0.361 -1.437
H 1.007 2.704 -2.567
H 4.580 4.076 0.195
H 5.277 4.332 -1.441
H -1.689 -2.664 0.254
H -3.023 -2.993 -0.852
H -4.628 -1.977 0.532
H -3.452 -2.368 1.800

Results
SMILES string = O=S(=O)(c1c(F)cccc1F)N1CCN(C(=S)NCc2ccc3c(c2)OCO3)CC1
Total charge = 0
HOMO = -8.16 eV

=====

(9)
Density functional theory data (ωB97M-V/def2-TZVPD) for a structure of composition C19H19F3IrN4O7.

Atoms and positions in Å:
Ir -0.042 0.297 -0.293
C -1.814 0.346 1.016
C -2.418 0.599 -0.277
C -1.929 1.838 -0.746
C -1.312 2.510 0.369
C -1.160 1.551 1.414
C -0.458 1.753 2.711
C -0.915 3.939 0.403
C -2.255 2.475 -2.061
C -3.400 -0.263 -0.989
C -2.056 -0.832 1.910
H 0.105 0.860 2.982
H -1.184 1.949 3.505
H 0.241 2.583 2.659
H -0.513 4.262 -0.554
H -0.178 4.136 1.181
H -1.795 4.553 0.622
H -1.420 2.383 -2.755
H -2.455 3.539 -1.933
H -3.134 2.016 -2.512
H -3.126 -0.411 -2.033
H -4.377 0.228 -0.967
H -3.504 -1.237 -0.517
H -1.130 -1.128 2.405
H -2.422 -1.689 1.348
H -2.791 -0.600 2.684
O 5.144 -2.802 -1.292
C 4.135 -2.188 -1.107
C 3.465 -1.206 -2.086
O 3.850 -0.918 -3.186
C 2.267 -0.729 -1.361
C 2.196 -1.292 -0.109
O 1.171 -0.996 0.680
C 3.233 -2.270 0.128
O 3.366 -3.033 1.068
O 1.352 0.081 -1.778
N -0.289 -5.816 0.118
C -0.282 -4.478 0.118
N 0.559 -3.827 0.913
N -1.166 -3.876 -0.690
C -0.984 -2.605 -0.843
N -0.826 -1.467 -0.983
H 0.284 -6.348 0.746
H -0.886 -6.289 -0.536
H 1.382 -4.266 1.298
H 0.601 -2.810 0.906
F 2.951 3.511 1.279
C 2.905 3.381 -0.057
F 2.961 4.608 -0.580
F 4.004 2.714 -0.440
C 1.637 2.631 -0.529
O 1.282 1.735 0.337
O 1.135 2.902 -1.591

Results
Expectation value of S² = 0.76
Relative energy (zero: lowest compared OMol25 entry of this formula, charge and spin) = 31.1 kJ/mol
Total charge = 0
HOMO (spin up / spin down) = -7.82 / -8.15 eV
Multiplicity = 2

=====

(10)
Density functional theory data (ωB97M-V/def2-TZVPD) for the molecule C19H19F3N2O3.

Atoms and positions in Å:
O -1.686 -1.885 1.515
C -1.312 -0.746 1.302
C -1.917 0.418 2.103
O -2.367 1.511 1.327
C -3.444 1.343 0.517
C -3.861 2.483 -0.175
C -4.949 2.431 -1.020
C -5.647 1.246 -1.195
C -5.229 0.119 -0.507
C -5.940 -1.193 -0.684
F -6.192 -1.804 0.485
F -5.217 -2.064 -1.415
F -7.121 -1.074 -1.309
C -4.132 0.148 0.345
N -0.391 -0.441 0.371
C 0.270 0.829 0.180
C 1.732 0.698 0.620
N 2.376 -0.349 -0.145
C 3.771 -0.306 -0.264
C 4.374 0.842 -0.785
C 5.738 0.918 -0.959
C 6.548 -0.165 -0.631
O 7.894 -0.053 -0.822
C 5.961 -1.316 -0.127
C 4.592 -1.384 0.061
C 1.725 -1.625 0.063
C 0.259 -1.508 -0.364
H -1.158 0.833 2.773
H -2.730 0.005 2.711
H -3.313 3.400 -0.027
H -5.261 3.319 -1.547
H -6.501 1.199 -1.851
H -3.837 -0.758 0.850
H -0.227 1.620 0.736
H 0.237 1.073 -0.887
H 2.250 1.644 0.465
H 1.757 0.464 1.700
H 3.763 1.684 -1.072
H 6.198 1.807 -1.361
H 8.328 -0.872 -0.556
H 6.578 -2.166 0.133
H 4.174 -2.288 0.474
H 2.210 -2.379 -0.558
H 1.765 -1.944 1.118
H -0.275 -2.436 -0.159
H 0.206 -1.277 -1.432

Results
SMILES string = O=C(COc1cccc(C(F)(F)F)c1)N1CCN(c2ccc(O)cc2)CC1
Relative energy (zero: lowest compared OMol25 entry of this formula, charge and spin) = 0.0 kJ/mol
Total charge = 0
HOMO = -7.81 eV